1.
{"formula": "C4H9N2", "method": "wB97M-V/def2-TZVPD", "e_above_lowest_kj_mol": 231.4, "gap_ev": [6.73, 7.00], "spin_multiplicity": 3, "max_force_ev_per_a": 6.5, "charge": 1, "total_energy_ev": -7261.06144, "elements": ["C", "C", "C", "C", "N", "N", "H", "H", "H", "H", "H", "H", "H", "H", "H"], "coordinates": [[-0.883, 1.364, -0.148], [-1.202, -0.057, 0.576], [0.645, 0.754, -1.956], [0.987, -1.119, 1.258], [-0.230, 1.269, -1.187], [-0.233, -1.057, 0.410], [-1.581, 2.082, 0.226], [-1.536, 0.319, 1.555], [-2.168, -0.314, 0.134], [0.547, 0.123, -2.932], [1.753, 1.168, -1.738], [1.857, -1.133, 0.719], [1.048, -0.182, 1.773], [1.064, -1.927, 1.876], [-0.069, -1.290, -0.568]], "forces_ev_per_angstrom": [[-0.294, -3.493, -0.894], [-2.254, 0.994, 0.741], [5.535, -1.478, -3.045], [-2.306, 2.500, -0.912], [-1.468, 3.084, 1.412], [1.378, 1.118, 0.819], [0.266, 1.127, 0.183], [1.101, -1.040, 0.501], [0.217, -0.494, -0.510], [-0.432, 1.056, 2.283], [-2.585, -0.705, -1.019], [1.921, -0.281, -2.292], [-0.349, 0.336, 0.875], [-0.546, -2.274, 1.912], [-0.183, -0.449, -0.054]]}

***

2.
{"formula": "C4H7F", "method": "wB97M-V/def2-TZVPD", "e_above_lowest_kj_mol": 49.5, "smiles": "C/C=C(\\C)F", "gap_ev": 10.05, "max_force_ev_per_a": 3.6, "total_energy_ev": -6977.68006, "elements": ["C", "C", "C", "C", "F", "H", "H", "H", "H", "H", "H", "H"], "coordinates": [[-0.428, 0.962, 1.271], [-0.063, 0.915, -0.144], [0.247, -0.087, -1.014], [0.208, -1.516, -0.643], [0.857, 0.413, -2.224], [-1.402, 0.512, 1.342], [-0.402, 2.051, 1.527], [0.269, 0.502, 2.011], [0.130, 1.861, -0.553], [1.189, -1.992, -0.358], [-0.410, -1.508, 0.237], [-0.193, -2.114, -1.452]], "forces_ev_per_angstrom": [[0.350, 0.591, 1.119], [1.690, -1.827, -2.576], [0.939, 3.219, 1.214], [1.287, -0.444, -0.801], [-1.268, -1.745, 1.653], [-0.626, 0.089, 0.818], [-0.655, -0.997, 0.132], [-0.392, -0.100, -0.793], [0.189, 1.217, -0.725], [-0.688, 0.775, -0.363], [-0.463, -0.489, 0.280], [-0.363, -0.289, 0.043]]}

***

3.
{"formula": "C3H8NO2", "method": "wB97M-V/def2-TZVPD", "e_above_lowest_kj_mol": 642.6, "gap_ev": 9.04, "max_force_ev_per_a": 2.5, "charge": 1, "total_energy_ev": -8813.29255, "elements": ["C", "C", "C", "N", "O", "O", "H", "H", "H", "H", "H", "H", "H", "H"], "coordinates": [[-2.009, 0.280, 0.732], [-0.708, -0.238, 0.436], [3.561, -0.306, 0.152], [-1.927, -0.661, -0.465], [0.126, 0.661, -0.380], [2.586, 0.434, 0.237], [-2.217, -0.317, 1.602], [-2.407, 1.272, 0.380], [4.471, 0.185, 0.554], [3.284, -1.314, -0.336], [-2.285, -1.577, -0.321], [-1.716, -0.171, -1.324], [-0.388, 1.479, -0.659], [1.189, 0.363, -0.068]], "forces_ev_per_angstrom": [[-0.208, 0.496, -1.454], [2.039, -0.855, 0.192], [-2.214, -0.042, -0.570], [1.033, 1.814, 1.370], [-1.071, -0.460, 0.011], [-0.746, 0.160, 0.106], [-1.595, 0.708, 0.455], [0.164, -0.969, 1.151], [0.185, -1.236, -0.478], [1.682, 1.065, 0.890], [-0.144, -0.768, -0.851], [-1.062, -0.908, -0.560], [1.902, -0.406, 0.379], [0.034, 1.401, -0.640]]}

***

4.
{"formula": "C3H7N3O", "method": "wB97M-V/def2-TZVPD", "e_above_lowest_kj_mol": 535.1, "gap_ev": 6.61, "max_force_ev_per_a": 2.2, "total_energy_ev": -9737.48773, "elements": ["C", "N", "C", "C", "O", "N", "N", "H", "H", "H", "H", "H", "H", "H"], "coordinates": [[-0.710, 0.283, 1.764], [-0.248, 0.644, 0.425], [0.000, -0.378, -1.338], [0.803, -0.262, -0.230], [0.089, -0.798, -2.627], [-1.215, 0.219, -0.812], [1.915, -0.468, 0.389], [0.971, -1.147, -2.834], [-0.024, 1.634, 0.347], [-1.521, 1.018, -1.400], [2.394, -1.301, 0.065], [-1.509, 0.951, 2.080], [-1.078, -0.740, 1.722], [0.133, 0.346, 2.450]], "forces_ev_per_angstrom": [[-0.346, -0.103, 0.032], [-1.383, -0.575, -1.597], [1.067, 0.166, 1.364], [-0.384, 0.183, -1.448], [-0.176, -0.413, -0.320], [0.546, 0.398, 1.005], [0.524, -0.156, 0.390], [-0.320, 0.296, 0.362], [0.038, -0.112, -0.152], [0.330, 0.237, 0.501], [-0.030, 0.043, 0.044], [0.009, 0.010, -0.024], [0.061, 0.042, -0.002], [0.065, -0.018, -0.154]]}

***

5.
{"formula": "C3H8INOP2", "method": "wB97M-V/def2-TZVPD", "e_above_lowest_kj_mol": 183.2, "gap_ev": 8.89, "max_force_ev_per_a": 3.7, "total_energy_ev": -33453.88470, "elements": ["C", "C", "C", "N", "O", "P", "P", "I", "H", "H", "H", "H", "H", "H", "H", "H"], "coordinates": [[-2.030, 1.637, 1.570], [1.280, -2.384, -0.153], [0.742, -0.976, 0.105], [0.549, -0.058, -0.746], [-3.176, 1.472, 1.346], [-0.834, 2.824, 0.983], [0.818, 0.263, -2.385], [-1.131, 0.738, 3.429], [0.485, -3.130, -0.462], [2.098, -2.293, -0.954], [1.768, -2.730, 0.751], [0.538, -0.758, 1.115], [0.260, 1.954, 0.782], [-1.238, 2.792, -0.242], [-0.114, 1.261, -2.297], [-0.014, -0.610, -2.841]], "forces_ev_per_angstrom": [[-1.005, -0.564, 0.993], [0.449, 0.354, -1.348], [0.414, -0.836, -2.293], [0.401, -0.057, 1.757], [0.716, -0.008, -0.195], [1.687, 0.766, 2.545], [2.501, 1.344, 1.665], [-0.092, -0.192, -0.030], [0.905, 0.935, 0.271], [-1.296, -0.382, 0.898], [-0.049, -0.250, 0.130], [-0.387, 0.370, 1.379], [-0.233, -0.050, 0.145], [-1.087, 0.071, -3.456], [-0.664, 0.936, -0.726], [-2.260, -2.437, -1.734]]}

***

6.
{"formula": "C4H5I", "method": "wB97M-V/def2-TZVPD", "e_above_lowest_kj_mol": 198.2, "smiles": "C[C@@H]1C=C1I", "gap_ev": 9.32, "max_force_ev_per_a": 3.5, "total_energy_ev": -12326.01526, "elements": ["C", "C", "C", "C", "I", "H", "H", "H", "H", "H"], "coordinates": [[-1.143, 0.829, 0.170], [-0.049, -0.057, -0.413], [0.441, -1.349, 0.247], [1.256, -0.317, 0.266], [3.251, 0.198, -0.038], [-1.381, 1.784, -0.390], [-0.753, 1.195, 1.193], [-2.144, 0.310, 0.431], [-0.049, -0.223, -1.674], [0.571, -2.371, 0.208]], "forces_ev_per_angstrom": [[-0.742, 0.863, 1.984], [-0.428, -1.283, -3.139], [1.279, 3.271, 0.241], [-0.366, -0.437, -0.958], [-0.589, -0.125, 0.370], [0.425, -1.302, 0.268], [-0.602, -0.540, -1.429], [1.637, 0.573, -0.790], [-0.153, 0.969, 3.368], [-0.460, -1.989, 0.085]]}